{
  "formula": "C24H29BF17INO5S",
  "method": "wB97M-V/def2-TZVPD",
  "elements": ["C", "C", "O", "O", "C", "C", "C", "C", "C", "C", "C", "C", "C", "C", "S", "C", "O", "N", "C", "C", "F", "F", "C", "F", "F", "C", "F", "F", "C", "F", "F", "C", "F", "F", "C", "F", "F", "C", "F", "F", "C", "F", "F", "F", "C", "C", "B", "O", "O", "H", "H", "H", "H", "H", "H", "H", "H", "H", "H", "H", "H", "H", "H", "H", "H", "H", "H", "H", "H", "H", "H", "H", "H", "H", "H", "H", "H", "H", "I"],
  "positions_angstrom": [[8.291784, 2.666794, 0.098401], [7.961258, 1.271807, 0.893880], [8.147437, 0.107592, 0.255391], [7.431588, 1.177196, 2.285095], [5.941703, 1.093859, 2.127583], [5.311315, -0.192205, 2.924305], [3.651569, -0.305514, 2.806507], [3.125390, -0.052179, 1.274668], [2.045799, -1.220175, 0.756507], [1.441445, -0.666867, -0.662974], [0.130273, -1.472929, -1.226122], [0.258687, -3.081852, -1.518283], [0.156963, -4.040424, -0.192907], [-1.350865, -4.219011, 0.424953], [-2.701337, -4.483909, -0.850335], [-1.082848, -0.901438, -0.284130], [-1.178245, -0.652547, 1.024057], [-2.248982, -0.726026, -1.231214], [-1.756491, 0.075348, -2.415000], [-1.732190, 1.714881, -2.358200], [-0.621648, 2.233017, -1.473873], [-1.329294, 2.160725, -3.745761], [-3.181554, 2.424757, -2.072262], [-2.959730, 3.904784, -2.284051], [-4.101273, 1.941836, -3.169539], [-3.868092, 2.066711, -0.628088], [-4.775985, 0.886525, -0.885331], [-2.837533, 1.751456, 0.387574], [-4.830248, 3.263224, -0.054691], [-5.670760, 3.869209, -1.155130], [-3.971756, 4.407930, 0.430080], [-5.887761, 2.817752, 1.114600], [-7.051584, 2.005395, 0.597018], [-6.522603, 4.099603, 1.603103], [-5.219179, 2.122268, 2.439142], [-4.974496, 0.672483, 2.092740], [-3.949163, 2.803514, 2.894778], [-6.195691, 2.097217, 3.769524], [-7.633053, 1.901151, 3.475364], [-5.912773, 3.356335, 4.554508], [-5.775709, 0.858091, 4.811267], [-4.293554, 0.709247, 4.952279], [-6.402183, -0.448822, 4.415025], [-6.278112, 1.115310, 6.212093], [-0.229072, -0.582661, -2.595958], [0.113078, -1.294874, -4.066784], [1.754462, -1.381010, -4.336871], [2.523963, -2.628613, -4.511608], [2.508464, -0.086119, -4.352600], [7.457871, 2.926963, -0.710647], [9.298599, 2.560209, -0.517060], [8.365278, 3.554079, 0.863035], [5.751476, 1.107234, 0.971698], [5.522923, 2.125997, 2.544892], [5.722301, -1.218502, 2.528441], [5.578386, -0.041482, 4.078178], [3.249764, -1.333953, 3.258963], [3.242271, 0.526619, 3.556638], [3.984610, -0.059866, 0.455704], [2.558351, 0.992411, 1.178244], [2.609860, -2.256125, 0.660325], [1.266346, -1.341693, 1.620344], [2.331653, -0.741649, -1.453735], [1.252852, 0.501629, -0.533692], [1.353697, -3.248663, -1.963491], [-0.471046, -3.465069, -2.381620], [0.506617, -5.126995, -0.543723], [0.867619, -3.748111, 0.689652], [-1.687294, -3.292160, 1.093098], [-1.341283, -5.148106, 1.171108], [-3.793240, -3.731202, -0.363172], [-2.648601, -1.587345, -1.664884], [-2.268921, -0.128254, -3.455193], [0.593636, 0.282810, -2.599613], [-0.303181, -0.535604, -4.886395], [-0.446924, -2.308764, -4.229911], [2.127009, -3.399366, -4.006513], [2.981009, 0.038031, -3.459888], [2.066947, -5.041914, -4.449509]],
  "forces_ev_per_a": [[-0.080, 0.274, 0.363], [0.736, -6.147, -2.657], [-1.045, 7.389, 3.918], [-0.087, 0.757, -3.623], [-0.820, 0.675, -0.169], [-0.440, -0.182, 0.325], [0.407, 0.997, 0.537], [-0.786, -0.536, -0.693], [0.803, 0.806, 0.657], [1.399, -0.819, 0.533], [-0.043, 2.962, -0.148], [0.929, -0.166, 0.273], [-0.417, -1.106, -0.606], [0.262, 0.495, 2.177], [-0.308, 0.656, 0.562], [-0.964, -1.054, 4.010], [0.657, -1.459, -8.285], [-0.305, 1.948, -0.343], [2.086, -1.145, -1.287], [2.244, 0.016, -1.092], [-3.729, -1.240, -2.335], [-1.306, -1.168, 4.095], [0.304, 1.303, -2.513], [-1.154, -4.629, 1.011], [2.838, 1.715, 3.596], [-0.355, -1.591, 0.382], [2.920, 3.769, 1.245], [-3.585, 1.027, -3.382], [-0.253, 2.981, -1.199], [2.760, -2.291, 3.444], [-2.843, -4.016, -1.327], [-2.777, 1.691, 0.446], [4.370, 2.563, 1.721], [2.039, -3.938, -1.405], [1.317, -1.605, 0.608], [-0.485, 4.789, 1.138], [-4.341, -2.486, -2.012], [-0.641, 0.731, 1.797], [4.811, 1.087, 0.849], [-1.466, -4.017, -2.702], [0.457, -2.289, 2.675], [-5.415, 0.471, -0.780], [2.478, 4.753, 1.221], [1.644, -0.678, -5.049], [2.149, 1.160, -0.952], [-1.227, 0.561, -0.098], [2.417, -1.510, 0.190], [-1.295, 9.074, 0.582], [-0.646, -1.565, 2.004], [1.592, -0.846, 1.982], [-2.153, -0.039, 1.572], [-0.125, -1.766, -1.541], [-0.096, -0.381, 2.315], [0.663, -2.303, -0.684], [-0.351, 2.243, 0.724], [-0.412, -0.523, -2.579], [1.134, 2.127, -1.201], [0.595, -1.686, -1.831], [-1.557, 0.082, 1.963], [1.319, -2.215, 0.335], [-1.090, 2.180, -0.035], [1.102, 0.295, -1.911], [-1.901, -0.026, 1.565], [-0.068, -2.617, -0.316], [-2.369, 0.426, 0.937], [1.494, 1.025, 2.166], [-0.724, 2.396, 0.640], [-1.409, -0.279, -1.777], [0.927, -1.903, -1.565], [-0.019, 1.953, -1.735], [1.506, -0.726, -0.115], [0.744, 0.491, 1.116], [0.437, 0.252, 2.435], [-2.102, -1.617, 0.050], [0.798, -1.471, 1.670], [1.082, 1.826, 0.367], [-0.274, 1.813, 0.413], [-0.915, -0.504, -2.268], [-1.043, -7.219, -0.392]],
  "mulliken_charge": [-0.79, 0.64, -0.52, -0.34, -0.22, -0.53, -0.56, -0.28, -0.40, -0.86, 2.44, -0.59, -0.78, -0.39, -0.30, -0.41, -0.65, 0.01, -0.72, 0.56, -0.31, -0.35, 0.56, -0.32, -0.29, 0.41, -0.29, -0.25, 0.66, -0.30, -0.27, 0.52, -0.27, -0.30, 0.52, -0.27, -0.25, 0.54, -0.23, -0.26, 0.65, -0.21, -0.22, -0.25, -0.14, -1.18, 0.78, -0.63, -0.60, 0.24, 0.29, 0.28, 0.23, 0.19, 0.22, 0.27, 0.30, 0.29, 0.16, 0.20, 0.24, 0.29, 0.14, 0.23, -0.03, 0.15, 0.38, 0.19, 0.16, 0.40, 0.13, 0.36, 0.46, 0.28, 0.28, 0.08, 0.28, 0.33, -0.73],
  "max_force_ha_per_bohr": 0.1786,
  "e_homo_ev": -3.794,
  "total_charge": -1,
  "lumo_ev": 0.61
}

{
  "formula": "C24H29BN9O2RuS3",
  "method": "wB97M-V/def2-TZVPD",
  "elements": ["Ru", "C", "C", "N", "C", "S", "N", "N", "C", "C", "C", "C", "C", "C", "C", "N", "H", "H", "H", "H", "H", "H", "H", "H", "H", "H", "H", "H", "H", "O", "C", "O", "C", "C", "C", "C", "C", "N", "H", "H", "H", "H", "C", "N", "C", "C", "N", "B", "N", "C", "C", "N", "C", "C", "S", "C", "S", "H", "H", "H", "H", "H", "H", "H", "H", "H", "H", "H", "H"],
  "positions_angstrom": [[-0.187287, -0.648332, -0.009568], [-4.639800, 1.964153, 2.713338], [-4.690158, 0.445767, 2.805677], [-4.191990, -0.201847, 1.602654], [-2.852530, -0.371566, 1.394499], [-2.351973, -1.476916, 0.130892], [-1.993338, 0.245560, 2.140064], [-0.697707, 0.022236, 1.723201], [0.258525, -0.124245, 2.751274], [-0.236842, 0.068658, 4.164531], [0.967802, -1.463988, 2.532413], [1.724957, -2.099321, 3.502078], [2.318680, -3.315028, 3.201383], [2.135006, -3.864453, 1.944553], [1.370218, -3.170184, 1.023154], [0.810160, -1.997171, 1.309978], [-5.022131, 2.413159, 3.631991], [-5.242663, 2.317410, 1.876085], [-3.613305, 2.294916, 2.564584], [-5.719736, 0.113585, 2.946513], [-4.109752, 0.108326, 3.669968], [-4.781200, -0.876113, 1.147907], [-0.743031, 1.027142, 4.234156], [0.604188, 0.056895, 4.855607], [-0.945516, -0.718187, 4.422440], [1.864096, -1.639153, 4.468831], [2.917271, -3.825320, 3.944335], [2.571560, -4.815025, 1.673042], [1.184947, -3.553106, 0.027542], [3.336577, 0.601081, 3.240431], [2.546422, 0.704253, 2.339335], [1.254408, 0.985426, 2.504644], [2.995033, 0.625918, 0.902012], [4.319722, 0.950442, 0.658562], [4.807981, 0.887917, -0.635547], [3.944353, 0.475816, -1.627935], [2.636159, 0.152752, -1.295648], [2.136974, 0.233163, -0.058378], [4.938936, 1.238836, 1.495334], [5.835439, 1.148088, -0.853853], [4.254697, 0.392693, -2.660530], [1.963726, -0.202638, -2.059327], [0.263869, 3.396378, 0.137998], [0.624985, 2.935551, -1.191955], [1.640921, 3.442113, -1.968042], [1.660924, 2.706110, -3.101820], [0.668530, 1.753780, -3.021674], [0.576772, 0.656048, -4.164471], [-0.639967, -0.295264, -4.024965], [-1.761355, -0.183495, -4.815293], [-2.582695, -1.218358, -4.539843], [-1.954843, -1.966315, -3.567537], [-2.441002, -3.223055, -3.026246], [-0.785409, -1.379966, -3.245784], [0.293883, -1.988780, -2.039652], [0.035941, 1.909711, -1.852207], [-1.317569, 1.015463, -1.243346], [1.173417, 3.624176, 0.691508], [-0.272660, 2.599294, 0.646793], [-0.364986, 4.284121, 0.077200], [2.251482, 4.266098, -1.644239], [2.303472, 2.768455, -3.962135], [0.454318, 1.247054, -5.209850], [1.602840, 0.018713, -4.127615], [-1.867863, 0.625261, -5.514360], [-3.539746, -1.495841, -4.942364], [-3.385791, -3.454560, -3.512133], [-2.594016, -3.138854, -1.954089], [-1.722331, -4.015440, -3.226100]],
  "forces_ev_per_a": [[0.185, -0.137, 0.223], [-0.002, 0.001, -0.004], [-0.004, 0.013, -0.019], [0.066, -0.024, 0.062], [-0.044, -0.017, -0.026], [0.045, -0.079, 0.039], [0.042, -0.086, -0.007], [-0.151, 0.171, -0.130], [0.319, 0.171, 0.060], [-0.064, -0.032, 0.009], [0.031, -0.064, 0.046], [-0.027, 0.010, -0.006], [0.010, -0.023, 0.005], [-0.016, 0.003, 0.012], [-0.024, -0.012, 0.021], [-0.125, 0.063, -0.064], [0.001, 0.001, 0.000], [-0.002, -0.001, 0.002], [0.004, -0.001, -0.001], [0.003, -0.004, 0.004], [0.002, 0.000, -0.008], [-0.002, 0.023, -0.019], [-0.003, 0.007, 0.000], [0.006, 0.009, -0.015], [0.001, 0.022, 0.011], [-0.001, -0.009, -0.008], [0.002, 0.000, -0.003], [0.001, 0.001, 0.001], [0.014, 0.014, -0.013], [-0.081, -0.052, 0.043], [0.259, 0.120, -0.145], [-0.305, -0.197, 0.090], [-0.061, -0.070, 0.045], [0.006, -0.009, -0.002], [0.003, 0.012, 0.007], [-0.001, -0.004, -0.008], [0.016, 0.039, 0.022], [-0.102, -0.004, -0.087], [-0.001, -0.005, 0.001], [0.001, -0.003, 0.001], [-0.007, 0.002, -0.003], [0.022, -0.003, 0.002], [0.008, -0.021, 0.002], [0.030, 0.005, -0.002], [0.014, -0.019, 0.001], [-0.001, -0.004, 0.004], [-0.029, 0.069, -0.037], [-0.001, -0.022, 0.016], [-0.017, 0.038, 0.034], [0.005, -0.002, -0.018], [0.004, -0.015, -0.026], [-0.032, 0.027, 0.038], [-0.006, 0.029, 0.010], [0.069, -0.080, -0.036], [0.024, -0.002, -0.073], [-0.076, -0.022, 0.007], [0.012, 0.162, -0.098], [0.001, 0.014, -0.010], [-0.005, -0.006, 0.004], [-0.010, -0.007, 0.008], [-0.003, 0.003, -0.003], [-0.005, 0.005, -0.003], [0.008, 0.009, 0.003], [-0.003, -0.015, 0.007], [-0.002, 0.000, 0.002], [0.000, 0.001, 0.001], [0.000, -0.001, 0.004], [0.002, 0.007, 0.027], [-0.001, 0.001, 0.004]],
  "mulliken_spin": [0.56, 0.00, 0.00, 0.02, 0.04, 0.02, 0.01, 0.30, -0.03, 0.02, 0.03, 0.00, 0.00, 0.00, -0.01, 0.01, 0.00, 0.00, 0.00, 0.00, 0.00, 0.00, 0.00, 0.00, 0.00, 0.00, 0.00, 0.00, 0.00, 0.00, 0.00, 0.01, 0.00, 0.00, 0.00, 0.00, -0.01, 0.00, 0.00, 0.00, 0.00, 0.01, 0.00, 0.00, 0.00, 0.00, 0.00, 0.00, 0.00, 0.00, 0.00, 0.00, 0.00, 0.00, 0.01, 0.01, 0.01, 0.00, 0.00, 0.00, 0.00, 0.00, 0.00, 0.00, 0.00, 0.00, 0.00, 0.00, 0.00],
  "max_force_ha_per_bohr": 0.0073,
  "e_homo_ev": [-6.485, -6.903],
  "total_charge": 0,
  "lumo_ev": [0.03, -0.07],
  "spin_multiplicity": 2
}